No. 1
Formula: C5H13N2O
Source: the Open Molecules 2025 dataset
Level of theory: the ωB97M-V functional and the def2-TZVPD basis

Bonds (Å) are listed after each position.
Element x y z (Å)
1 C -0.853 -2.788 -0.079  C2 1.495, H9 1.112, H10 1.085, H11 1.107
2 C 0.197 -1.754 0.173  C1 1.495, N3 1.547, C4 1.505, H12 1.123
3 N 0.002 -0.925 1.464  C2 1.547, H13 1.017, H14 1.097, H15 1.028
4 C 0.479 -0.776 -0.936  C2 1.505, C5 1.543, H16 1.088, H17 1.103
5 C -0.265 0.566 -1.098  C4 1.543, C6 1.497, H18 1.078, H19 1.104
6 C 0.173 1.654 -0.167  C5 1.497, N7 1.340, O8 1.255
7 N -0.068 2.928 -0.507  C6 1.340, H20 1.008, H21 1.010
8 O 0.616 1.514 0.998  C6 1.255
9 H -0.640 -3.222 -1.080  C1 1.112
10 H -1.888 -2.468 -0.137  C1 1.085
11 H -0.596 -3.653 0.563  C1 1.107
12 H 1.151 -2.315 0.367  C2 1.123
13 H -0.009 -1.492 2.307  N3 1.017
14 H 0.597 -0.008 1.555  N3 1.097
15 H -0.921 -0.488 1.353  N3 1.028
16 H 1.555 -0.667 -1.054  C4 1.088
17 H 0.300 -1.323 -1.878  C4 1.103
18 H -0.147 0.878 -2.122  C5 1.078
19 H -1.334 0.458 -0.843  C5 1.104
20 H 0.103 3.648 0.177  N7 1.008
21 H -0.550 3.231 -1.341  N7 1.010

Summary:
F_max: 2.66 eV/Å
HOMO-LUMO gap: 11.379 eV
M: 117.17 g/mol
SMILES string: C[C@H]([NH3+])CCC(N)=O
Charge: +1
Spin multiplicity: 1
E: -382.8489 hartree

---

No. 2
Formula: C3H13N2O3
Source: the Open Molecules 2025 dataset
Level of theory: the ωB97M-V functional and the def2-TZVPD basis

Bonds (Å) are listed after each position.
Element x y z (Å)
1 N 0.766 0.412 0.662  C2 1.482, H7 1.028, H8 1.024, H9 1.025
2 C 0.449 0.066 -0.744  N1 1.482, C3 1.549, C4 1.541, H10 1.076
3 C 1.594 -0.117 -1.770  C2 1.549, H11 1.087, H12 1.086, H13 1.082
4 C -0.347 -1.250 -0.647  C2 1.541, N5 1.349, O6 1.220
5 N -1.050 -1.670 -1.719  C4 1.349, H14 1.003, H15 1.005
6 O -0.226 -1.901 0.377  C4 1.220
7 H -0.012 0.933 1.085  N1 1.028
8 H 1.586 1.025 0.682  N1 1.024
9 H 0.934 -0.383 1.286  N1 1.025
10 H -0.143 0.894 -1.095  C2 1.076
11 H 1.449 0.602 -2.572  C3 1.087
12 H 1.650 -1.144 -2.119  C3 1.086
13 H 2.550 0.158 -1.342  C3 1.082
14 H -1.646 -2.462 -1.563  N5 1.003
15 H -0.845 -1.261 -2.613  N5 1.005
16 H -0.248 1.139 3.570  O18 0.968
17 H 1.080 0.868 4.113  O18 0.970
18 O 0.679 1.261 3.322  H16 0.968, H17 0.970
19 H -2.365 0.365 0.000  O21 0.965
20 H -3.405 1.268 0.608  O21 0.966
21 O -2.451 1.197 0.480  H19 0.965, H20 0.966

Summary:
F_max: 1.30 eV/Å
HOMO-LUMO gap: 11.643 eV
M: 125.15 g/mol
Charge: +1
Spin multiplicity: 1
E: -457.1237 hartree

---

No. 3
Formula: C20H55N5O5
Source: the Open Molecules 2025 dataset
Level of theory: the ωB97M-V functional and the def2-TZVPD basis

Bonds (Å) are listed after each position.
Element x y z (Å)
1 C -1.407 -0.792 6.197  O2 1.422, H7 1.090, H8 1.091, H9 1.095
2 O -0.972 -1.609 5.118  C1 1.422, C3 1.423
3 C -1.843 -2.673 4.752  O2 1.423, C4 1.529, H10 1.095, H11 1.093
4 C -1.152 -3.393 3.595  C3 1.529, C5 1.525, N6 1.489, H12 1.094
5 C -2.162 -4.012 2.634  C4 1.525, H13 1.095, H14 1.091, H15 1.091
6 N -0.313 -4.491 4.148  C4 1.489, H16 1.014, H17 1.017
7 H -0.698 0.035 6.207  C1 1.090
8 H -1.437 -1.288 7.168  C1 1.091
9 H -2.391 -0.376 5.956  C1 1.095
10 H -1.901 -3.399 5.570  C3 1.095
11 H -2.844 -2.320 4.492  C3 1.093
12 H -0.495 -2.725 3.030  C4 1.094
13 H -1.597 -4.540 1.859  C5 1.095
14 H -2.795 -3.316 2.081  C5 1.091
15 H -2.798 -4.745 3.132  C5 1.091
16 H 0.175 -4.898 3.358  N6 1.014
17 H 0.355 -4.006 4.742  N6 1.017
18 C -2.386 -0.032 -3.746  O19 1.425, H24 1.091, H25 1.093, H26 1.086
19 O -2.816 -1.390 -3.738  C18 1.425, C20 1.435
20 C -3.881 -1.745 -4.632  O19 1.435, C21 1.530, H27 1.091, H28 1.095
21 C -3.375 -2.684 -5.728  C20 1.530, C22 1.520, N23 1.502, H29 1.092
22 C -4.446 -3.607 -6.288  C21 1.520, H30 1.088, H31 1.089, H32 1.098
23 N -2.256 -3.551 -5.228  C21 1.502, H33 1.018, H34 1.015
24 H -3.233 0.624 -3.539  C18 1.091
25 H -1.899 0.186 -4.700  C18 1.093
26 H -1.652 0.005 -2.946  C18 1.086
27 H -4.633 -2.170 -3.965  C20 1.091
28 H -4.216 -0.804 -5.079  C20 1.095
29 H -2.934 -2.159 -6.578  C21 1.092
30 H -4.822 -4.344 -5.581  C22 1.088
31 H -4.080 -4.036 -7.220  C22 1.089
32 H -5.284 -2.975 -6.610  C22 1.098
33 H -1.990 -3.117 -4.347  N23 1.018
34 H -2.630 -4.459 -4.967  N23 1.015
35 C 3.552 1.039 4.619  O36 1.411, H41 1.091, H42 1.098, H43 1.086
36 O 4.108 -0.156 4.116  C35 1.411, C37 1.396
37 C 5.455 -0.090 3.752  O36 1.396, C38 1.548, H44 1.097, H45 1.092
38 C 5.692 0.738 2.466  C37 1.548, C39 1.524, N40 1.472, H46 1.093
39 C 5.069 0.091 1.234  C38 1.524, H47 1.091, H48 1.089, H49 1.092
40 N 7.124 0.977 2.228  C38 1.472, H50 1.014, H51 1.014
41 H 3.424 1.784 3.832  C35 1.091
42 H 4.166 1.433 5.440  C35 1.098
43 H 2.594 0.845 5.093  C35 1.086
44 H 6.122 0.356 4.500  C37 1.097
45 H 5.802 -1.085 3.466  C37 1.092
46 H 5.267 1.744 2.526  C38 1.093
47 H 5.685 -0.740 0.889  C39 1.091
48 H 4.915 0.834 0.454  C39 1.089
49 H 4.080 -0.286 1.504  C39 1.092
50 H 7.525 1.404 3.056  N40 1.014
51 H 7.646 0.128 2.041  N40 1.014
52 C -0.136 4.598 -6.439  O53 1.401, H58 1.093, H59 1.101, H60 1.091
53 O -0.519 3.722 -5.415  C52 1.401, C54 1.416
54 C 0.199 3.913 -4.209  O53 1.416, C55 1.524, H61 1.095, H62 1.100
55 C -0.494 3.182 -3.065  C54 1.524, C56 1.524, N57 1.477, H63 1.096
56 C -2.010 3.321 -3.008  C55 1.524, H64 1.091, H65 1.092, H66 1.092
57 N 0.097 3.611 -1.782  C55 1.477, H67 1.016, H68 1.019
58 H -0.936 4.560 -7.183  C52 1.093
59 H 0.709 4.218 -7.034  C52 1.101
60 H 0.105 5.623 -6.154  C52 1.091
61 H 1.234 3.584 -4.344  C54 1.095
62 H 0.242 4.978 -3.937  C54 1.100
63 H -0.130 2.150 -3.125  C55 1.096
64 H -2.395 2.708 -2.193  C56 1.091
65 H -2.364 3.023 -3.997  C56 1.092
66 H -2.331 4.330 -2.741  C56 1.092
67 H -0.474 4.353 -1.386  N57 1.016
68 H 0.048 2.885 -1.067  N57 1.019
69 C 0.165 0.170 -0.684  O70 1.420, H75 1.093, H76 1.093, H77 1.093
70 O 0.472 1.327 0.081  C69 1.420, C71 1.436
71 C 1.058 0.943 1.335  O70 1.436, C72 1.510, H78 1.094, H79 1.095
72 C -0.017 0.502 2.299  C71 1.510, C73 1.534, N74 1.470, H80 1.099
73 C -1.048 1.618 2.514  C72 1.534, H81 1.092, H82 1.088, H83 1.093
74 N 0.550 0.210 3.623  C72 1.470, H84 1.026, H85 1.020
75 H 0.229 0.472 -1.732  C69 1.093
76 H -0.835 -0.238 -0.515  C69 1.093
77 H 0.903 -0.629 -0.572  C69 1.093
78 H 1.891 0.248 1.196  C71 1.094
79 H 1.565 1.849 1.681  C71 1.095
80 H -0.562 -0.393 1.965  C72 1.099
81 H -1.828 1.356 3.231  C73 1.092
82 H -1.514 1.920 1.577  C73 1.088
83 H -0.511 2.436 3.001  C73 1.093
84 H -0.109 -0.323 4.201  N74 1.026
85 H 1.329 -0.437 3.512  N74 1.020

Summary:
F_max: 1.96 eV/Å
HOMO-LUMO gap: 9.485 eV
M: 445.69 g/mol
SMILES string: COC[C@H](C)N.COC[C@H](C)N.COC[C@H](C)N.COC[C@H](C)N.COC[C@H](C)N
Charge: 0
Spin multiplicity: 1
E: -1444.8512 hartree

---

Which ΔE to the lowest compared entry with this formula, charge and spin belongs to each record? In order, 33.5 67.7 115.6 kJ/mol.